Record 1
Here is a 2-piece molecular cluster, C7H13N2OS overall at a distorted geometry from OMol25. Energies are from ωB97M-V/def2-TZVPD.

- LUMO (eV) = -4.92
- calculated total energy (Eh) = -857.105731
- net charge = +1
- HOMO (hartree) = -0.512
- ΔE to the lowest compared entry with this formula, charge and spin (kJ/mol) = 327.8
- multiplicity = 1

Cartesian coordinates (Å):
C  0.212  -1.452  -0.061
C  2.436  0.000  -0.185
C  -0.536  0.957  0.762
C  -0.260  0.974  -0.710
C  0.376  -2.370  1.166
C  -1.852  0.559  1.295
C  0.579  1.860  -1.546
N  2.569  -0.758  -1.214
N  0.302  -0.126  0.101
O  0.259  -1.888  -1.224
S  2.883  0.688  1.088
H  -0.034  1.680  1.323
H  -1.135  0.742  -1.324
H  -0.281  -3.197  1.062
H  1.324  -2.741  1.154
H  0.172  -1.732  2.053
H  -2.013  -0.334  0.775
H  -2.734  1.144  1.161
H  -1.840  0.232  2.424
H  0.123  2.837  -1.634
H  0.492  1.457  -2.600
H  1.639  1.849  -1.456
H  1.737  -1.085  -1.724
H  3.418  -1.113  -1.663

---

Record 2
Here is a 2-piece molecular cluster, C7H13N3O2 overall at a distorted geometry from OMol25. Energies are from ωB97M-V/def2-TZVPD.

- LUMO (eV) = 0.17
- calculated total energy (Eh) = -589.238622
- structure (SMILES) = O=C1C=CCO1.CNC(=N)NC
- net charge = 0
- HOMO (hartree) = -0.319
- ΔE to the lowest compared entry with this formula, charge and spin (kJ/mol) = 144.3
- multiplicity = 1

Cartesian coordinates (Å):
C  2.199  -0.470  0.612
C  3.616  0.946  -0.511
C  4.285  -0.396  -0.374
C  3.395  -1.215  0.173
C  -1.774  2.348  0.244
C  -2.426  0.048  -0.115
C  -2.683  -2.300  -0.180
H  3.398  1.183  -1.554
H  4.082  1.813  -0.015
H  5.324  -0.581  -0.654
H  3.364  -2.328  0.133
H  -0.934  3.025  0.076
H  -1.962  2.238  1.310
H  -2.691  2.814  -0.161
H  -0.519  0.658  0.111
H  -3.839  1.153  0.651
H  -0.880  -1.247  -0.266
H  -2.664  -2.433  0.911
H  -2.308  -3.120  -0.713
H  -3.676  -2.067  -0.546
N  -1.428  0.990  -0.269
N  -3.625  0.250  0.277
N  -1.870  -1.184  -0.588
O  1.277  -0.933  1.244
O  2.342  0.809  0.205

---

Computed values of gap between HOMO and LUMO (unit: hartree) for the preceding records, in sequence: 0.3309; 0.3256.